{"formula": "C9H8O4", "method": "ωB97M-V with the def2-TZVPD basis set", "relative_energy_ev": 4.088, "spin_multiplicity": 3, "e_lumo_ev": [0.8, -4.0], "gap_ev": [8.531, 6.040], "elements": ["H", "C", "O", "O", "O", "C", "C", "C", "O", "H", "H", "C", "H", "H", "C", "H", "C", "H", "C", "H", "C"], "xyz": [[-3.14084, -1.70038, 0.04799], [0.00626, 3.38687, 1.41802], [1.61898, -0.07106, 0.57625], [-2.27900, 0.32393, 1.39107], [1.32373, 0.75288, -1.50751], [0.91211, 0.58160, -0.40785], [-0.34368, 1.11786, 0.16276], [-1.36571, 0.11885, 0.62925], [-1.13031, -1.06030, 0.14243], [-0.14244, 4.29784, 2.01363], [3.31301, -0.68031, 1.28627], [-0.17564, 2.27359, 0.91918], [-2.17952, -1.94828, 1.69232], [3.01992, -1.54480, -0.29414], [-2.43605, 1.97405, -2.31205], [-1.66476, -2.97878, 0.38629], [-1.61423, 1.78005, -1.45835], [3.39480, 0.30007, -0.31230], [2.92991, -0.60038, 0.21160], [-2.93152, 2.36762, -3.17296], [-2.10876, -2.01526, 0.61577]], "forces_ev_per_a": [[2.44, -1.36, 1.66], [-0.81, 0.77, 0.87], [-0.99, -0.55, -1.18], [0.09, 1.02, 0.00], [0.13, 0.04, -0.80], [1.24, -0.71, 0.86], [0.97, -0.15, 3.51], [-0.11, 1.45, 0.64], [0.20, -1.56, -0.52], [0.51, -0.88, -0.73], [0.21, -0.16, -1.78], [-0.51, -0.77, -1.47], [-0.41, 0.19, 0.11], [-0.62, -0.17, -0.46], [-0.63, 0.80, -1.00], [-0.48, -0.09, -0.52], [-0.25, 0.49, -0.29], [0.05, -1.77, 0.42], [0.62, 3.16, 2.36], [-0.15, -0.40, 0.00], [-1.50, 0.68, -1.68]]}